No. 1
The following is a DFT calculation (wB97M-V/def2-TZVPD) of a 3-piece molecular cluster, C25H49BrF5N3O10P2S overall at a distorted geometry.

For the strongest force on any atom, the calculation gives 3.2 eV/Å. The orbital gap comes out at 0.298 Eh. As for the SMILES: CC[C@H](Br)[C@]1(P(=N)(O)O)[C@@](N)(N=C=O)[C@H](CC)S(=O)(=O)O[C@]1(CCCC(F)(F)C(F)(F)F)P(C)C.COCCOC.COCCOC. Its calculated total energy is -164704.2630 eV.

Each line ends with the Löwdin charge.
Geometry (Å):
1 C -2.542 -1.225 1.955  -0.0823
2 C -2.954 0.129 1.312  -0.3130
3 C -1.859 0.937 0.591  -0.5281
4 Br -2.134 2.784 1.322  0.8189
5 C -1.588 0.763 -0.989  -0.2973
6 P -3.055 -0.130 -1.749  0.5375
7 N -3.007 -0.461 -3.270  -0.1321
8 O -4.390 0.697 -1.466  -0.1709
9 O -3.288 -1.538 -1.010  -0.1528
10 C -0.322 -0.202 -1.029  -0.4070
11 N -0.382 -1.310 -0.136  0.1077
12 N -0.230 -0.894 -2.373  0.1566
13 C 0.637 -1.749 -2.402  -0.2952
14 O 1.616 -2.408 -2.446  0.1841
15 C 1.050 0.547 -0.895  -0.2209
16 C 2.037 -0.105 0.097  -0.2220
17 C 3.473 0.401 -0.067  -0.0666
18 S 0.965 2.283 -0.414  0.6350
19 O 0.900 2.284 1.017  -0.3115
20 O 2.124 3.005 -0.829  -0.2359
21 O -0.288 2.929 -1.132  -0.2625
22 C -1.295 2.085 -1.757  -0.5046
23 C -0.956 2.072 -3.272  -0.1650
24 C 0.411 1.686 -3.884  -0.1337
25 C 1.510 2.791 -3.801  -0.0720
26 C 2.072 3.090 -5.165  -0.4692
27 F 2.344 1.957 -5.832  0.1378
28 F 1.241 3.877 -5.886  0.1300
29 C 3.423 3.864 -5.092  -0.5689
30 F 4.004 3.794 -6.299  0.1600
31 F 3.255 5.127 -4.754  0.1968
32 F 4.271 3.261 -4.259  0.1691
33 P -2.856 3.236 -1.755  0.9173
34 C -3.863 3.085 -3.273  -0.2718
35 C -2.354 4.956 -1.388  -0.2773
36 H -2.416 -2.025 1.238  0.0407
37 H -1.632 -1.039 2.527  0.0765
38 H -3.330 -1.484 2.656  0.0830
39 H -3.894 -0.056 0.795  0.0870
40 H -3.270 0.670 2.196  0.0640
41 H -0.931 0.746 1.114  0.0499
42 H -2.125 -0.159 -3.662  -0.0387
43 H -4.284 1.302 -0.711  0.0386
44 H -3.315 -2.222 -1.690  0.0905
45 H -1.108 -1.987 -0.296  0.0825
46 H -0.178 -1.146 0.835  0.0867
47 H 1.619 0.554 -1.818  0.1127
48 H 1.688 -0.051 1.125  0.1039
49 H 2.072 -1.161 -0.156  0.0996
50 H 4.147 -0.350 0.340  0.0807
51 H 3.638 1.348 0.431  0.0740
52 H 3.723 0.481 -1.124  0.0846
53 H -1.722 1.666 -3.919  0.0838
54 H -1.002 3.129 -3.552  0.1105
55 H 0.799 0.696 -3.687  0.0863
56 H 0.207 1.654 -4.957  0.1171
57 H 2.340 2.345 -3.262  0.1073
58 H 1.155 3.696 -3.322  0.1319
59 H -3.836 2.085 -3.697  0.0206
60 H -3.631 3.834 -4.035  0.0437
61 H -4.900 3.258 -2.996  0.0408
62 H -1.840 5.458 -2.210  0.0427
63 H -3.284 5.500 -1.227  0.0430
64 H -1.808 4.996 -0.456  0.0016
65 C 1.707 -7.551 1.743  -0.1095
66 O 0.411 -7.501 1.171  -0.1888
67 C -0.524 -6.796 1.973  -0.2044
68 C -0.771 -5.402 1.438  -0.2075
69 O 0.382 -4.583 1.561  -0.1945
70 C 1.086 -4.428 0.340  -0.1080
71 H 2.393 -7.918 0.981  0.0892
72 H 2.041 -6.563 2.069  0.0832
73 H 1.722 -8.241 2.593  0.0888
74 H -0.191 -6.755 3.013  0.1273
75 H -1.463 -7.357 1.939  0.1260
76 H -1.562 -4.934 2.034  0.1224
77 H -1.110 -5.444 0.398  0.1268
78 H 0.541 -3.759 -0.330  0.0528
79 H 1.260 -5.386 -0.156  0.0907
80 H 2.050 -3.973 0.568  0.0927
81 C 0.896 2.365 3.997  -0.1148
82 O 1.709 2.252 5.156  -0.1838
83 C 1.023 1.684 6.258  -0.2084
84 C 1.393 0.228 6.446  -0.2025
85 O 0.920 -0.575 5.372  -0.1924
86 C 1.933 -0.911 4.442  -0.1110
87 H 1.538 2.608 3.158  0.0687
88 H 0.374 1.429 3.779  0.0781
89 H 0.164 3.169 4.125  0.0893
90 H -0.059 1.792 6.141  0.1258
91 H 1.327 2.243 7.149  0.1249
92 H 0.912 -0.143 7.357  0.1241
93 H 2.474 0.119 6.567  0.1260
94 H 2.610 -1.659 4.869  0.0900
95 H 2.507 -0.032 4.135  0.0864
96 H 1.450 -1.339 3.563  0.0762

Cartesian forces (eV/Å) of the 3 atoms listed first:
0.074 0.893 -0.326
-0.361 -1.309 0.793
-0.256 0.716 0.311

No. 2
The following is a DFT calculation (wB97M-V/def2-TZVPD) of a 2-piece molecular cluster, C2H5F3N2 overall at a distorted geometry.

For the strongest force on any atom, the calculation gives 12.2 eV/Å. The orbital gap comes out at 0.363 Eh. As for the SMILES: [H]/N=N\C.FC(F)F. Its calculated total energy is -13284.5655 eV. As for the energy above the lowest of the compared OMol25 structures with the same formula, charge and spin: 56.9 kcal per mole.

Each line ends with the Löwdin charge.
Geometry (Å):
1 C -1.671 -0.696 -0.446  -0.1694
2 C 1.515 1.169 -0.014  -0.3464
3 N -0.343 -0.763 1.517  0.0587
4 N -1.304 -0.332 0.828  -0.1415
5 F 2.213 2.166 -0.691  0.0771
6 F 2.595 0.458 0.497  0.0560
7 F 1.064 0.228 -0.853  0.0818
8 H -1.423 -1.649 -1.012  0.1092
9 H -2.707 -0.632 -0.466  0.0535
10 H -1.135 0.034 -1.052  0.0763
11 H 0.364 -1.415 1.114  0.0638
12 H 0.832 1.432 0.579  0.0808

Cartesian forces (eV/Å) of the 3 atoms listed first:
1.580 -1.560 -3.228
9.869 -3.689 -6.182
-0.982 1.400 -0.539

No. 3
The following is a DFT calculation (wB97M-V/def2-TZVPD) of C6H7ClO as an isolated structure at a distorted geometry.

For the strongest force on any atom, the calculation gives 2.6 eV/Å. The orbital gap comes out at 0.357 Eh. Its calculated total energy is -20903.1698 eV. As for the energy above the lowest of the compared OMol25 structures with the same formula, charge and spin: 54.5 kcal per mole.

Each line ends with the Löwdin charge.
Geometry (Å):
1 C -0.560 -0.525 0.121  -0.5203
2 C -0.801 0.995 -0.154  -0.0385
3 C 0.684 0.806 -0.678  -0.2319
4 C 0.203 -0.586 -1.261  -0.0189
5 C 1.420 0.433 0.607  -0.0538
6 C 0.586 -0.473 1.157  -0.6717
7 H -1.786 -1.471 1.236  0.0642
8 H -1.011 1.665 0.727  0.1295
9 H -1.537 1.133 -0.948  0.1091
10 H 1.126 1.524 -1.360  0.1235
11 H -0.481 -0.553 -2.086  0.1038
12 H 0.956 -1.397 -1.329  0.1229
13 H 2.230 1.031 1.004  0.1091
14 O -1.641 -1.358 0.313  0.0359
15 Cl 0.614 -1.226 2.652  0.7371

Cartesian forces (eV/Å) of the 3 atoms listed first:
-0.539 -0.127 -0.530
0.589 -0.013 0.662
-0.488 0.253 -0.914

No. 4
The following is a DFT calculation (wB97M-V/def2-TZVPD) of C4H6BrNS as an isolated structure at a distorted geometry.

For the strongest force on any atom, the calculation gives 6.5 eV/Å. The orbital gap (alpha / beta) comes out at 0.252 / 0.346 Eh. Its calculated total energy is -86606.7756 eV. As for the energy above the lowest of the compared OMol25 structures with the same formula, charge and spin: 144.3 kcal per mole.

Each line ends with the Löwdin charge.
Geometry (Å):
1 C 1.773 -2.356 0.301  -0.0720
2 C 0.961 -1.553 -0.325  -0.5341
3 C -1.258 -0.163 -0.323  -1.0275
4 C -0.735 2.424 0.087  -0.3410
5 N 0.005 1.349 -0.345  0.0297
6 S -0.770 -1.817 -0.440  0.8273
7 Br -3.003 0.196 0.092  0.6997
8 H 2.865 -2.356 0.354  0.0671
9 H 1.426 -3.271 0.749  0.0473
10 H 1.318 -0.716 -0.938  0.0643
11 H -1.747 2.739 -0.397  0.0927
12 H 0.031 3.172 0.011  0.0655
13 H -0.867 2.351 1.174  0.0809

Cartesian forces (eV/Å) of the 3 atoms listed first:
1.115 -1.817 0.669
0.248 1.221 -1.339
3.315 3.048 -0.053